Entry 1:
Formula: C16H48O8
Source: the OMol25 dataset
Level of theory: wB97M-V/def2-TZVPD

```
72
Properties=species:S:1:pos:R:3
C -30.43479 0.06744 -19.61841
O -30.83518 1.33291 -19.28323
H -30.14923 -0.32381 -18.67312
H -29.57082 0.10139 -20.20647
H -31.18766 -0.53230 -20.13355
H -30.09101 1.84266 -18.82779
C -27.73574 6.71818 -22.90923
O -26.56960 6.74534 -23.70717
H -28.11283 7.77570 -22.74133
H -27.45326 6.22025 -21.99484
H -28.50601 6.11180 -23.32902
H -26.11151 7.56648 -23.47836
C -29.23835 3.39460 -21.99269
O -27.98119 3.02940 -21.46171
H -29.39073 3.01224 -22.99730
H -29.28813 4.51021 -22.02696
H -30.15665 3.08635 -21.40953
H -27.27129 3.32757 -22.01269
C -26.76169 -0.15540 -20.78222
O -27.34343 -1.42072 -20.47059
H -26.07452 0.19535 -20.05756
H -27.51776 0.59318 -20.88346
H -26.19718 -0.08993 -21.75158
H -28.10355 -1.60497 -20.99043
C -25.30490 -0.24232 -24.46965
C -26.30763 0.84380 -24.96287
C -27.54687 0.89517 -24.08214
O -25.82400 1.97752 -25.09931
H -25.00663 -0.16494 -23.44621
H -24.35301 -0.20169 -25.08174
H -25.83812 -1.21191 -24.61098
H -26.60069 0.56835 -25.96211
H -27.28700 1.26204 -23.10747
H -27.96982 -0.11600 -23.80104
H -28.29937 1.56617 -24.54761
H -25.92899 2.49924 -24.31375
C -25.06914 5.00598 -21.10355
C -25.00962 4.10015 -22.28184
C -24.59485 2.62700 -21.95522
O -26.07898 4.08476 -23.02372
H -25.35875 6.05304 -21.31628
H -24.05982 5.05396 -20.74571
H -25.73338 4.58394 -20.39560
H -24.22059 4.50209 -22.94953
H -25.29172 2.23216 -21.22607
H -23.58789 2.53172 -21.63582
H -24.64851 2.05539 -22.83994
H -26.11424 4.95987 -23.45746
C -27.98616 5.73833 -19.10192
C -29.31995 5.77152 -18.37736
C -30.52754 5.78578 -19.28522
O -29.60923 4.83216 -17.59474
H -27.15700 5.49765 -18.43038
H -27.83103 6.70753 -19.56235
H -27.95972 4.97306 -19.90816
H -29.41444 6.68580 -17.80695
H -31.42771 6.06959 -18.69614
H -30.53880 4.78279 -19.76516
H -30.60194 6.58303 -20.08412
H -29.13613 4.06830 -17.97303
C -26.38694 2.44752 -18.25806
C -27.85029 2.08345 -18.11772
C -28.34584 2.20317 -16.68681
O -28.64580 2.70426 -18.77176
H -25.80040 1.79909 -17.62821
H -26.13119 3.40267 -17.84568
H -25.96848 2.34266 -19.25438
H -27.86619 1.12245 -18.48511
H -29.33633 1.83700 -16.78514
H -28.44375 3.20442 -16.26354
H -27.83800 1.58278 -15.97023
H -28.37580 2.76983 -19.68858
```

Summary:
ΔE to the lowest compared entry with this formula, charge and spin = 146.6 kcal per mole
LUMO energy = 0.276 eV
spin multiplicity = 1
orbital gap = 0.348 hartree
SMILES = CC(C)O.CC(C)O.CC(C)O.CC(C)O.CO.CO.CO.CO

These are the Mulliken partial charges, in e, on atoms 1 to 6: number 1, C, carries -0.39; number 2, O, carries -0.71; number 3, H, carries 0.33; number 4, H, carries -0.19; number 5, H, carries 0.35; number 6, H, carries 0.15

Entry 2:
Formula: C3N2O
Source: the OMol25 dataset
Level of theory: wB97M-V/def2-TZVPD

```
6
Properties=species:S:1:pos:R:3
C 0.08606 -0.31216 1.03381
C -0.72247 0.79117 0.79098
C 0.91650 -1.15879 -2.44090
N 0.74421 -1.27313 1.04589
N -1.22961 1.82199 0.63367
O 0.38465 -0.31264 -1.84015
```

Summary:
ΔE to the lowest compared entry with this formula, charge and spin = 2.8 kcal per mole
LUMO energy = -0.371 eV
spin multiplicity = 1
orbital gap = 0.454 hartree

Per-atom Mulliken charges, elementary charge units: number 1, C, carries 0.33; number 2, C, carries 0.33; number 3, C, carries 0.12; number 4, N, carries -0.33; number 5, N, carries -0.30; number 6, O, carries -0.15

Entry 3:
Formula: C33H41MgN6O2Si2
Source: the OMol25 dataset
Level of theory: wB97M-V/def2-TZVPD

```
85
Properties=species:S:1:pos:R:3
Mg 3.42815 -0.87271 0.47969
O 2.17440 -3.93981 3.11218
C 2.50093 -3.19366 2.21888
N 2.77450 -1.84010 2.29790
C 2.00395 -1.13752 3.09914
C 1.76923 0.19613 2.67646
C 0.66521 0.94043 3.09600
C 0.51670 2.23791 2.68671
C 1.51030 2.76664 1.80088
C 2.63888 2.01904 1.48292
N 2.66435 0.72498 1.79301
C 2.75266 -3.74429 0.85768
C 2.22171 -5.03433 0.53744
C 2.46825 -5.57113 -0.73192
C 3.03072 -4.77689 -1.73035
C 3.50152 -3.55166 -1.30439
N 3.27440 -2.97556 -0.09572
H -3.49508 1.51264 1.50360
H 1.46248 -1.61570 3.91488
H -0.01222 0.48490 3.86197
H -0.26356 2.89996 3.13945
H 1.41651 3.84523 1.58895
H 3.50395 2.44035 0.99228
H 1.55970 -5.52518 1.24000
H 2.25249 -6.63888 -0.92916
H 3.00872 -4.99981 -2.78274
H 4.06569 -2.85339 -1.99312
C 5.42384 0.61036 -3.18785
C 4.97753 0.13050 -1.83763
N 3.78192 -0.31474 -1.54282
N 2.72079 -0.21030 -2.33584
C 1.56982 -0.47862 -1.72624
O 1.48713 -0.74637 -0.48853
C 0.35772 -0.71856 -2.60513
C 0.12676 0.04812 -3.73186
C -0.96882 -0.21514 -4.51682
C -1.79768 -1.29228 -4.28933
C -1.61680 -2.04912 -3.12581
C -0.54914 -1.73359 -2.27945
C 5.95536 0.06436 -0.72567
C 7.17205 0.77108 -0.71261
C 8.03387 0.62079 0.36678
C 7.66750 -0.25588 1.39051
C 6.35270 -0.78440 1.40661
N 5.50137 -0.56873 0.38200
H 4.79273 0.19445 -4.00650
H 6.46517 0.38109 -3.42433
H 5.28062 1.71808 -3.16301
H 0.86149 0.78933 -4.04621
H -1.27438 0.45168 -5.34846
H -2.64172 -1.49093 -4.96146
H -2.32285 -2.84720 -2.83115
H -0.42424 -2.21425 -1.30969
H 7.51008 1.38179 -1.53662
H 8.97645 1.18654 0.29854
H 8.26783 -0.41272 2.31661
H 6.09298 -1.44348 2.20382
C -3.99282 4.75242 0.46676
Si -5.15390 3.28198 0.97679
C -6.48574 3.32083 -0.29226
C -5.73553 3.69366 2.67296
C -4.26984 1.62443 0.65820
Si -5.22123 0.02100 0.75014
C -6.75023 0.28511 1.86190
C -5.66471 -0.45911 -0.98777
C -4.17117 -1.33328 1.47244
H -4.61724 5.63941 0.72009
H -3.90180 4.74325 -0.65014
H -2.98658 4.87073 1.00496
H -7.12596 4.21744 -0.25725
H -7.19369 2.46906 -0.19418
H -5.93476 3.24685 -1.30794
H -6.44202 4.51472 2.55751
H -4.86619 4.05183 3.33205
H -6.27478 2.87645 3.16221
H -3.80130 1.86185 -0.26574
H -7.42561 1.07783 1.55098
H -6.63625 0.19938 2.94397
H -7.32434 -0.67555 1.60371
H -6.70495 -0.39768 -1.22844
H -5.43539 -1.58836 -1.16926
H -5.17299 0.21750 -1.73639
H -4.18556 -1.31435 2.57171
H -3.10410 -1.24718 1.17306
H -4.59593 -2.31966 1.16543
```

Summary:
ΔE to the lowest compared entry with this formula, charge and spin = 0.0 kcal per mole
charge = -1
LUMO energy (spin up / spin down) = 2.226 / 2.226 eV
spin multiplicity = 1
orbital gap (spin up / spin down) = 0.203 / 0.140 hartree

These are the Mulliken partial charges, in e, on atoms 1 to 6: number 1, Mg, carries 1.11; number 2, O, carries -0.73; number 3, C, carries -0.14; number 4, N, carries 0.12; number 5, C, carries -1.10; number 6, C, carries 1.18

Entry 4:
Formula: C16H18MgN3S5Sb
Source: the OMol25 dataset
Level of theory: wB97M-V/def2-TZVPD

```
44
Properties=species:S:1:pos:R:3
Mg -0.60529 0.04213 -0.79457
S -0.78039 -1.74157 -5.11907
Sb 0.19061 -2.01097 -3.01557
S -1.60829 -2.07067 -1.45817
S 1.27481 0.01063 -2.37987
S 1.65561 -3.77517 -2.95837
C -0.13449 1.64543 -5.30477
N -0.60029 2.04593 -3.99577
C -1.70359 1.54973 -3.39937
S -2.11339 2.21653 -1.89857
N -2.47109 0.68953 -4.06847
C -3.71879 0.21193 -3.52967
H 0.73311 2.25403 -5.55257
H -0.92869 1.82103 -6.03387
H 0.14741 0.58663 -5.35407
H 0.10841 2.35353 -3.34087
H -1.97409 -0.01467 -4.65437
H -4.01519 0.84973 -2.69597
H -3.62319 -0.81687 -3.17667
H -4.48009 0.25023 -4.31187
N -0.72889 0.35703 1.12353
C 0.09821 0.04003 1.99623
C 1.53481 -0.29957 1.73973
C 2.13661 -1.41617 2.31323
C 3.44171 -1.75057 1.99113
C 4.16041 -0.97847 1.09153
C 3.57301 0.14243 0.52723
C 2.27141 0.47833 0.85253
C -0.29639 0.02183 3.44053
C -1.56459 -0.41017 3.81733
C -1.95739 -0.36127 5.14243
C -1.10199 0.15623 6.10353
C 0.15751 0.60003 5.73773
C 0.56281 0.52143 4.41633
H 1.57251 -2.02867 3.00623
H 3.90591 -2.62017 2.44463
H 5.17351 -1.25247 0.82293
H 4.12021 0.74743 -0.18377
H 1.79901 1.35703 0.42893
H -2.22539 -0.76877 3.04193
H -2.93559 -0.72027 5.43713
H -1.41609 0.20463 7.13823
H 0.82241 1.00963 6.48973
H 1.54321 0.87323 4.12333
```

Summary:
charge = -2
LUMO energy = 4.463 eV
spin multiplicity = 1
orbital gap = 0.223 hartree

These are the Mulliken partial charges, in e, on atoms 1 to 6: number 1, Mg, carries 0.55; number 2, S, carries -0.78; number 3, Sb, carries 0.91; number 4, S, carries -0.79; number 5, S, carries -0.83; number 6, S, carries -0.74

Entry 5:
Formula: C28H21NO5PS2
Source: the OMol25 dataset
Level of theory: wB97M-V/def2-TZVPD

```
58
Properties=species:S:1:pos:R:3
C -0.84301 5.06161 2.37744
C 0.48198 4.63377 2.49039
C 0.96269 3.61770 1.66274
C 0.13841 3.06852 0.67021
P 0.86893 2.03048 -0.64896
C 2.41312 2.97689 -0.96432
C 3.67400 2.54575 -0.52596
C 4.74114 3.44765 -0.45959
C 4.58149 4.76506 -0.89253
C 3.35417 5.16912 -1.43132
C 2.28501 4.26908 -1.49822
C 1.26269 0.43397 0.03379
C 2.24024 -0.35597 -0.57736
N 3.09270 -1.00934 -1.10153
O -0.05977 1.94297 -1.82418
C -1.20015 3.47254 0.57777
C -1.69180 4.45922 1.44225
H -1.21480 5.85236 3.03155
H 1.14709 5.10513 3.21284
H 2.00070 3.29621 1.76118
H 3.84273 1.50959 -0.23839
H 5.70009 3.12042 -0.05786
H 5.41678 5.46801 -0.83131
H 3.24201 6.19529 -1.78626
H 1.33722 4.56448 -1.95058
H 0.91202 0.19092 1.05158
H -1.83193 3.03211 -0.19364
H -2.73287 4.78255 1.38388
C -3.00650 -5.26795 3.57267
C -3.06485 -4.14652 2.73865
C -1.98333 -3.91421 1.89139
C -0.88718 -4.76131 1.87828
C -0.82228 -5.87263 2.71748
C -1.89900 -6.13251 3.56694
S 0.45562 -4.35281 0.74236
O 1.56638 -3.82850 1.49930
O 0.60346 -5.47240 -0.15755
C -0.43742 -3.02274 -0.05543
C 0.04640 -2.49754 -1.20387
C -0.78671 -1.82553 -2.18476
C -1.46505 -0.62389 -1.89030
C -2.32014 -0.06645 -2.84178
C -2.51872 -0.69546 -4.07878
C -1.78773 -1.84594 -4.39190
C -0.91688 -2.40089 -3.46276
S -1.97119 -2.54255 0.71703
O -3.06623 -2.75275 -0.19788
O -1.80531 -1.29198 1.42662
H -3.84022 -5.46656 4.24166
H -3.91389 -3.45850 2.72690
H 0.06250 -6.50554 2.69500
H -1.87178 -7.01314 4.21612
H 1.08068 -2.72165 -1.45432
H -1.22707 -0.12809 -0.94547
H -2.84457 0.86487 -2.61449
H -3.23815 -0.28585 -4.79236
H -1.92466 -2.32121 -5.35958
H -0.33706 -3.29587 -3.71279
```

Summary:
charge = -1
LUMO energy = 2.136 eV
spin multiplicity = 1
orbital gap = 0.219 hartree

These are the Mulliken partial charges, in e, on atoms 1 to 6: number 1, C, carries -0.41; number 2, C, carries -0.64; number 3, C, carries -0.19; number 4, C, carries 0.03; number 5, P, carries 1.44; number 6, C, carries 0.05

spin multiplicity of number 2 (C3N2O)?
1